Entry 1:
Molecular formula: C40H34AsF5N10O10SW
Method: DFT, wB97M-V/def2-TZVPD

Geometry (Å):
W  1.53  -0.23  -0.73
As  2.54  -0.15  1.83
S  4.98  0.16  -0.70
F  3.84  -1.64  -6.07
F  -0.82  -1.99  -6.56
F  1.70  -2.40  -7.55
F  -1.16  -0.84  -4.16
F  3.52  -0.52  -3.67
O  3.50  0.34  -0.99
O  2.07  -2.03  -1.65
O  0.43  -0.57  0.53
O  0.91  -0.06  -2.66
O  2.23  -0.73  3.33
O  5.75  0.74  -1.75
O  3.57  -3.57  -0.88
O  -3.98  0.07  3.20
O  5.25  -1.20  -0.31
O  2.76  -1.55  0.69
N  1.42  1.84  -0.48
N  -1.77  -3.93  0.57
N  -0.86  -2.72  -1.08
N  -4.11  0.73  5.29
N  0.79  -3.66  -3.14
N  -2.25  2.71  -0.59
N  -2.15  2.77  -1.93
N  -4.50  -0.60  5.23
N  -1.24  0.87  -1.16
N  -2.72  -3.48  -0.26
C  -2.17  -2.77  -1.25
C  -2.17  4.43  3.82
C  1.52  -1.82  -6.37
C  5.93  2.23  0.81
C  0.08  -0.98  -4.64
C  -4.32  -2.42  2.02
C  -5.40  -4.51  3.48
C  -4.53  -3.65  1.40
C  -2.72  3.29  4.39
C  -2.82  3.85  0.12
C  -5.07  -4.69  2.14
C  2.19  2.48  -2.88
C  0.67  2.08  2.00
C  1.80  2.77  -1.46
C  -4.12  -3.83  -0.04
C  1.16  -0.58  -3.83
C  2.61  -1.42  -5.61
C  -2.80  3.68  1.62
C  -0.66  -3.45  0.05
C  1.33  3.91  0.41
C  0.24  -1.60  -5.87
C  5.26  2.69  3.06
C  -4.40  -0.95  3.99
C  -3.39  2.56  2.19
C  1.13  2.58  0.67
C  1.76  4.03  -0.94
C  -4.65  -2.24  3.35
C  -3.32  2.34  3.56
C  4.24  0.84  1.86
C  4.37  1.62  3.00
C  -2.19  4.61  2.44
C  2.68  -3.18  -1.58
C  -5.19  -3.29  4.09
C  -1.71  1.57  -0.15
C  2.12  -4.14  -2.65
C  6.03  3.01  1.96
C  5.06  1.17  0.77
C  2.43  -0.82  -4.37
C  -1.54  1.65  -2.23
C  -3.82  1.08  4.09
H  -2.74  -2.29  -2.03
H  2.00  4.93  -1.48
H  0.31  -3.60  0.50
H  -3.89  1.84  1.56
H  -1.66  1.28  0.88
H  6.70  3.85  1.98
H  -4.71  -3.19  -0.69
H  -0.05  2.79  2.42
H  0.14  -4.43  -3.31
H  1.18  4.70  1.13
H  -3.89  -1.60  1.45
H  0.17  1.11  1.98
H  -1.71  5.48  2.01
H  5.34  3.27  3.97
H  -5.23  -5.65  1.67
H  3.01  1.77  -2.96
H  2.81  -4.18  -3.48
H  1.48  2.02  2.74
H  -1.69  5.16  4.46
H  0.88  -3.11  -3.99
H  -5.82  -5.34  4.04
H  -5.42  -3.15  5.14
H  2.00  -5.14  -2.22
H  -1.30  1.39  -3.25
H  -3.85  3.97  -0.24
H  -2.26  4.73  -0.18
H  2.54  3.42  -3.31
H  -2.68  3.12  5.45
H  3.71  -1.65  0.42
H  1.36  2.12  -3.48
H  -4.27  -4.87  -0.35
H  3.75  1.39  3.87
H  0.36  -3.02  -2.41
H  6.54  2.45  -0.06

The value obtained for the energy above the lowest of the compared OMol25 structures with the same formula, charge and spin is 30.1 kcal/mol. The LUMO energy (alpha / beta) comes out at -0.74 / -1.40 eV. As for the orbital gap (alpha / beta): 6.514 / 5.859 eV. The value obtained for the maximum force is 2.70 eV Å⁻¹.

---

Entry 2:
Molecular formula: C6H15N3Si
Method: DFT, wB97M-V/def2-TZVPD

Geometry (Å):
Si  1.08  -0.12  0.07
N  -1.63  1.16  0.16
N  -3.51  0.13  -0.27
N  -1.58  -1.17  -0.08
C  1.99  -1.30  -1.05
C  1.01  -0.59  1.92
C  -2.84  -1.08  -0.44
C  -2.92  1.28  0.29
C  1.77  1.70  -0.17
C  -0.91  0.05  -0.13
H  1.80  1.85  -1.30
H  -4.44  0.01  -0.55
H  -1.20  2.03  0.34
H  2.24  -2.24  -0.74
H  -1.10  -2.02  -0.42
H  2.78  1.84  0.21
H  1.22  2.46  0.30
H  -0.31  0.44  -2.01
H  -3.45  2.10  0.69
H  1.38  -1.57  -1.96
H  2.17  -0.62  2.25
H  0.51  -1.54  1.97
H  -3.43  -2.00  -0.75
H  2.85  -0.79  -1.47
H  0.61  0.19  2.73

The value obtained for the energy above the lowest of the compared OMol25 structures with the same formula, charge and spin is 95.8 kcal/mol. The LUMO energy (alpha / beta) comes out at -9.95 / -10.23 eV. As for the charge: +2. As for the orbital gap (alpha / beta): 7.277 / 6.442 eV. The value obtained for the maximum force is 4.51 eV Å⁻¹.

---

Entry 3:
Molecular formula: C7H14O
Method: DFT, wB97M-V/def2-TZVPD

Geometry (Å):
O  1.68  -3.73  -0.72
C  -1.82  3.16  1.50
C  0.09  -0.40  -1.28
C  0.13  -1.91  -0.95
C  -0.81  2.45  0.61
C  0.59  0.55  -0.17
C  -0.50  1.16  0.65
C  1.28  -2.49  -0.10
H  -0.01  -2.52  -1.84
H  2.09  -1.78  -0.07
H  -1.68  4.23  1.38
H  1.18  -0.07  0.50
H  0.91  -2.82  0.87
H  -0.31  3.12  -0.08
H  -0.97  -0.22  -1.46
H  -2.83  2.90  1.18
H  -1.68  2.90  2.55
H  -0.78  -2.18  -0.39
H  1.29  1.28  -0.57
H  2.63  -3.91  -0.66
H  0.63  -0.23  -2.21
H  -1.09  0.49  1.28

The value obtained for the energy above the lowest of the compared OMol25 structures with the same formula, charge and spin is 36.5 kcal/mol. The LUMO energy comes out at 0.96 eV. As for the orbital gap: 10.098 eV. The value obtained for the maximum force is 1.47 eV Å⁻¹.

---

Entry 4:
Molecular formula: CH4N2ORb
Method: DFT, wB97M-V/def2-TZVPD

Geometry (Å):
Rb  14.51  -29.10  -2.70
O  15.21  -28.33  -4.28
N  17.21  -28.65  -3.38
N  17.06  -28.44  -5.58
C  16.43  -28.58  -4.41
H  18.19  -28.77  -3.59
H  17.97  -28.85  -5.69
H  16.45  -28.38  -6.38
H  16.95  -28.51  -2.42

The value obtained for the energy above the lowest of the compared OMol25 structures with the same formula, charge and spin is 99.3 kcal/mol. The LUMO energy comes out at -3.60 eV. As for the charge: +1. As for the orbital gap: 10.756 eV. The value obtained for the maximum force is 14.95 eV Å⁻¹.

---

Entry 5:
Molecular formula: C4H6N2O
Method: DFT, wB97M-V/def2-TZVPD

Geometry (Å):
O  -1.24  0.78  -0.09
N  2.30  0.81  -0.30
N  0.61  -0.68  -0.06
C  1.94  -0.46  -0.10
C  1.14  1.50  -0.35
C  0.12  0.58  -0.21
C  -1.98  -0.27  -0.10
H  1.08  2.58  -0.49
H  -0.57  -1.20  1.01
H  2.65  -1.27  -0.02
H  -1.37  -1.14  1.24
H  -3.01  -0.11  0.19
H  -1.68  -1.12  -0.72

The value obtained for the energy above the lowest of the compared OMol25 structures with the same formula, charge and spin is 117.7 kcal/mol. The LUMO energy comes out at -0.96 eV. As for the orbital gap: 7.181 eV. The value obtained for the maximum force is 0.23 eV Å⁻¹.

---

Entry 6:
Molecular formula: C27H57Cl8F6InN8O11S2
Method: DFT, wB97M-V/def2-TZVPD

Geometry (Å):
In  -0.34  3.01  0.97
Cl  0.76  -6.80  -2.13
Cl  -7.12  -3.87  1.90
Cl  -2.50  -6.20  -2.99
Cl  -8.31  -4.00  -0.86
Cl  0.59  -3.18  -3.97
Cl  -2.12  -2.11  -4.32
Cl  1.87  -4.58  -0.66
Cl  -3.53  -5.14  -0.43
S  -0.04  -0.91  -0.56
S  -1.76  -0.55  1.44
F  2.06  0.17  0.83
F  1.54  -1.90  1.32
F  -3.90  0.19  -0.12
F  -3.19  -1.86  -0.54
F  -4.38  -1.41  1.25
F  2.56  -1.37  -0.63
O  0.22  -0.37  -1.88
O  0.38  1.47  3.56
O  -1.29  -1.80  2.04
O  -2.13  0.48  2.40
O  -0.69  -2.25  -0.60
O  6.28  -1.44  -4.32
O  -1.32  3.83  -1.74
O  2.51  2.71  1.44
O  -2.37  -1.26  7.75
O  -3.27  2.91  0.43
O  1.41  2.74  -1.43
N  0.89  0.33  5.39
N  6.13  -3.29  -3.10
N  -0.66  0.20  0.32
N  -1.41  -2.89  6.62
N  4.45  3.62  1.01
N  -2.18  2.88  -3.56
N  3.22  1.74  -2.17
N  -4.55  3.80  -1.01
C  7.91  -3.15  -4.68
C  1.71  -1.03  0.30
C  -5.84  4.04  -1.70
C  -0.46  -1.99  -4.87
C  1.49  2.34  -3.82
C  2.07  2.31  -2.42
C  6.66  -2.58  -4.07
C  -1.49  5.25  -3.66
C  3.68  2.81  1.72
C  5.08  -2.88  -2.11
C  -2.13  -1.79  6.69
C  0.38  -5.34  -1.18
C  0.04  2.52  5.70
C  4.25  1.27  -3.06
C  -0.99  -3.52  5.36
C  -3.45  -4.96  -2.19
C  1.42  -0.86  4.75
C  -1.67  3.94  -2.92
C  -3.42  -0.97  0.41
C  0.46  1.37  4.78
C  -7.23  -3.12  0.28
C  -5.56  2.66  1.00
C  -2.66  -1.11  5.39
C  -4.40  3.12  0.11
C  4.24  2.11  2.96
C  -2.40  1.56  -3.07
C  5.65  4.33  1.38
H  4.82  2.79  3.59
H  -2.01  0.82  -3.77
H  -6.30  -3.02  -0.26
H  7.95  -2.95  -5.75
H  2.50  -0.88  4.80
H  -3.29  -0.26  5.65
H  5.28  1.23  -2.69
H  -0.20  -5.64  -0.30
H  -3.02  -3.97  -2.37
H  5.48  5.35  1.02
H  0.09  3.38  5.04
H  0.42  2.32  -3.64
H  1.16  0.40  6.36
H  -6.07  3.47  1.53
H  5.87  4.51  2.43
H  -0.85  -2.79  4.56
H  -1.80  -4.18  5.05
H  5.37  -2.09  -1.41
H  6.45  -4.24  -3.04
H  6.49  3.80  0.94
H  -5.32  1.91  1.75
H  -1.64  6.08  -2.97
H  -6.29  2.15  0.38
H  -6.13  5.09  -1.64
H  4.80  -3.78  -1.56
H  0.69  2.52  6.58
H  -0.09  -4.08  5.59
H  -2.16  5.35  -4.52
H  4.00  3.97  0.17
H  -0.28  -4.67  -1.74
H  -0.99  2.46  6.05
H  -3.68  3.95  -1.50
H  1.17  -1.77  5.29
H  -1.82  1.42  -2.16
H  -0.26  -0.94  -4.65
H  -6.69  3.38  -1.53
H  -0.46  5.18  -4.02
H  3.46  1.79  -1.19
H  4.01  0.29  -3.48
H  4.18  -2.56  -2.64
H  -7.59  -2.09  0.30
H  8.08  -4.18  -4.39
H  -1.78  -0.76  4.83
H  -0.30  -2.16  -5.93
H  1.83  3.21  -4.39
H  1.09  -0.91  3.71
H  -2.54  3.13  -4.47
H  -3.19  -1.90  4.87
H  4.92  1.39  2.51
H  1.68  1.38  -4.31
H  -3.46  1.48  -2.82
H  3.46  1.63  3.54
H  -1.15  -3.35  7.48
H  -4.47  -4.95  -2.56
H  8.74  -2.59  -4.25
H  -5.60  3.87  -2.75
H  4.27  1.79  -4.02

The LUMO energy (alpha / beta) comes out at -2.75 / -7.70 eV. As for the charge: +1. The multiplicity is 2. As for the orbital gap (alpha / beta): 7.565 / 2.611 eV. As for the expectation value of S²: 0.7558. The value obtained for the maximum force is 4.36 eV Å⁻¹.

---

Entry 7:
Molecular formula: C5H5NO
Method: DFT, wB97M-V/def2-TZVPD

Geometry (Å):
O  1.12  -1.38  -0.71
N  -2.04  -0.54  -1.55
C  0.03  -0.37  1.17
C  0.95  0.98  -0.69
C  0.27  -0.33  -0.29
C  -0.14  -0.42  2.36
C  -1.04  -0.44  -0.98
H  0.34  1.83  -0.42
H  1.11  0.97  -1.78
H  -0.29  -0.45  3.42
H  0.76  -2.21  -0.37
H  1.92  1.03  -0.18

The value obtained for the energy above the lowest of the compared OMol25 structures with the same formula, charge and spin is 56.3 kcal/mol. The LUMO energy comes out at 0.69 eV. As for the orbital gap: 11.705 eV. The value obtained for the maximum force is 1.22 eV Å⁻¹.

---

Q: What is the maximum force in the first record?
A: 2.70 eV Å⁻¹